{
  "formula": "C12H13N3O",
  "method": "ωB97M-V/def2-TZVPD",
  "elements": ["N", "O", "C", "C", "C", "C", "C", "C", "C", "C", "C", "C", "C", "N", "N", "C", "H", "H", "H", "H", "H", "H", "H", "H", "H", "H", "H", "H", "H"],
  "xyz": [[2.27, -2.53, -1.97], [3.55, -0.03, -0.80], [1.63, -1.73, -1.14], [3.84, 0.94, 0.13], [2.91, 1.01, 1.13], [1.96, -0.03, 0.83], [2.38, -0.64, -0.37], [-2.97, -1.51, 0.49], [-1.86, -2.16, -0.10], [-2.99, -0.10, 0.55], [-0.85, 0.03, -0.54], [-0.77, -1.37, -0.57], [-1.94, 0.67, 0.04], [0.29, -2.08, -1.11], [-1.46, 2.67, 1.27], [-2.02, 2.16, 0.04], [3.27, -2.39, -2.11], [4.74, 1.58, 0.06], [2.98, 1.69, 1.98], [1.11, -0.32, 1.41], [-3.80, -2.11, 0.84], [-1.84, -3.25, -0.15], [-3.86, 0.42, 1.03], [-0.07, 0.63, -1.00], [0.16, -2.90, -1.71], [-0.47, 2.56, 1.25], [-1.67, 3.67, 1.37], [-1.47, 2.66, -0.78], [-3.05, 2.46, -0.05]],
  "fmax_ev_per_a": 3.7,
  "homo_ev": -8.072,
  "relative_energy_kj_mol": 252.66,
  "smiles": "[H]/N=C(/Nc1cccc(CN)c1)c1ccco1"
}

=====

{
  "formula": "C3H8NO",
  "method": "ωB97M-V/def2-TZVPD",
  "elements": ["C", "C", "C", "N", "O", "H", "H", "H", "H", "H", "H", "H", "H"],
  "xyz": [[-0.56, 1.01, -1.85], [1.18, -0.68, 1.46], [-0.91, -0.19, -1.26], [-0.12, 0.09, 1.21], [-0.11, 2.09, -1.67], [-1.01, 0.79, -2.83], [1.89, -0.86, 0.58], [1.83, -0.05, 2.25], [0.83, -1.72, 1.69], [-1.91, -0.41, -1.27], [-0.18, -0.97, -1.24], [-1.02, -0.18, 1.50], [0.08, 1.07, 1.43]],
  "fmax_ev_per_a": 3.9,
  "charge": 1,
  "homo_ev": [-14.805, -14.811],
  "relative_energy_kj_mol": 431.63
}

=====

{
  "formula": "C25H32Br4FN2O3",
  "method": "ωB97M-V/def2-TZVPD",
  "elements": ["C", "C", "C", "C", "C", "C", "C", "O", "F", "C", "C", "Br", "C", "C", "Br", "C", "C", "C", "C", "C", "O", "N", "C", "C", "C", "C", "N", "C", "C", "C", "O", "H", "H", "H", "H", "H", "H", "H", "H", "H", "H", "H", "H", "H", "H", "H", "H", "H", "H", "H", "H", "H", "H", "H", "H", "H", "H", "H", "H", "Br", "C", "C", "Br", "H", "H", "H", "H"],
  "xyz": [[-1.45, -4.37, 0.50], [-0.62, -3.47, -0.01], [0.09, -2.37, -0.98], [0.00, -0.88, -0.41], [-1.47, -0.24, -0.37], [-2.78, -1.04, -0.88], [-2.82, -1.21, -2.50], [-2.46, -0.27, -3.27], [-3.21, -2.48, -3.13], [-1.69, 1.23, 0.16], [-3.11, 1.99, 0.26], [-3.82, 3.11, -1.25], [-3.84, 1.82, 1.48], [-5.27, 2.50, 1.80], [-3.06, 0.63, 2.90], [-0.42, 2.03, 0.65], [1.01, 1.30, 0.59], [2.25, 2.18, 1.15], [2.70, 3.14, -0.24], [4.02, 4.18, 0.04], [2.47, 4.64, -0.10], [1.17, -0.08, 0.06], [2.54, -0.74, -0.03], [2.67, -1.77, 1.23], [4.20, -2.01, 1.70], [5.02, -3.01, 0.69], [4.17, -3.45, -0.50], [5.02, -3.05, -1.70], [4.09, -4.95, -0.53], [2.97, -5.76, 0.35], [4.85, -5.68, -1.27], [-2.18, -5.20, 0.84], [1.16, -2.77, -1.16], [-0.42, -2.35, -2.03], [-3.77, -0.47, -0.62], [-2.90, -2.08, -0.37], [-5.93, 1.66, 2.27], [-5.76, 3.02, 0.90], [-5.11, 3.28, 2.64], [-0.50, 3.10, 1.04], [1.94, 2.94, 1.96], [3.18, 1.57, 1.42], [2.61, 2.62, -1.34], [4.24, 4.85, -0.89], [4.04, 4.57, 1.13], [2.65, -1.29, -1.06], [3.40, 0.01, 0.02], [2.16, -2.80, 1.01], [2.07, -1.34, 2.14], [4.83, -1.04, 1.76], [4.19, -2.50, 2.76], [5.32, -3.97, 1.24], [5.99, -2.47, 0.36], [6.10, -3.47, -1.58], [4.57, -3.45, -2.70], [5.14, -1.89, -1.73], [1.97, -5.19, 0.43], [2.78, -6.75, -0.24], [3.40, -6.01, 1.39], [-8.04, 3.72, 0.01], [-8.03, 5.48, -0.84], [-6.63, 6.02, -0.95], [-6.00, 6.70, 0.77], [-8.70, 6.11, -0.25], [-8.46, 5.32, -1.83], [-6.61, 6.88, -1.62], [-5.90, 5.28, -1.28]],
  "fmax_ev_per_a": 7.0,
  "charge": 1,
  "homo_ev": -11.976
}

=====

What is the formula in the first record?
C12H13N3O